Record 1
ORCA calculation (ωB97M-V/def2-TZVPD) on a gas-phase ion, C7H3FO5 (charge -2).

```
! wB97M-V def2-TZVPD RIJCOSX def2/J DEFGRID3
* xyz -2 1
C -0.72 0.06 0.02
C 0.55 0.31 0.60
C -0.54 -0.10 -1.31
C 1.45 0.08 -0.46
C 3.51 1.24 0.38
C 3.42 -1.25 0.37
C 2.91 0.06 -0.46
O 4.14 2.11 -0.22
O 4.58 -1.58 0.15
O 3.35 1.20 1.62
O 2.64 -1.82 1.12
O 0.74 -0.13 -1.58
F 3.37 -0.06 -1.75
H -1.71 -0.11 0.42
H 1.05 0.42 1.57
H -1.18 -0.08 -2.07
*
```

Calculated values
* SMILES string: O=C([O-])C(F)(C(=O)[O-])c1ccco1
* gap between HOMO and LUMO: 6.22 eV
* LUMO: 0.2176 Ha
* HOMO level: -0.30 eV
* relative energy (zero: lowest compared OMol25 entry of this formula, charge and spin): 2.6 kcal/mol

***

Record 2
ORCA calculation (ωB97M-V/def2-TZVPD) on 2 unconnected molecules or ions with the total composition C8H12F2N2O2.

```
! wB97M-V def2-TZVPD RIJCOSX def2/J DEFGRID3
* xyz 0 3
C -0.50 1.49 0.16
C 1.30 -0.84 0.29
C 4.46 0.53 -0.60
C -3.15 0.59 -1.15
C -3.47 -0.70 0.80
C 3.21 0.50 0.34
C -1.31 0.36 0.53
C 0.18 -0.99 -0.57
N 0.03 2.46 -0.05
N -2.59 0.20 0.14
O 1.53 -1.54 1.27
O 1.98 0.13 -0.32
F 0.19 -0.66 -1.85
F -0.35 -2.24 -0.60
H 4.74 -0.49 -1.08
H 4.49 1.29 -1.46
H 5.29 0.94 0.05
H -2.40 1.08 -1.70
H -3.37 -0.22 -1.74
H -4.01 1.18 -0.88
H -3.49 -1.62 0.16
H -3.30 -0.83 1.81
H -4.50 -0.23 0.86
H 2.92 1.49 0.69
H 3.46 -0.03 1.30
H -0.98 -0.01 1.54
*
```

Calculated values
* gap between HOMO and LUMO (alpha / beta): 6.62 / 8.81 eV
* LUMO (alpha / beta): 0.0240 / -0.0599 Ha
* HOMO level (alpha / beta): -5.97 / -10.45 eV
* <S²>: 2.0106

***

Number 1: calculated total energy -20261.389 eV. Number 2: calculated total energy -20994.692 eV.